Molecular formula: C38H40FN2P2RuS3
Method: DFT, the ωB97M-V functional and the def2-TZVPD basis

XYZ file:
```
87
Properties=species:S:1:pos:R:3:forces:R:3
Ru -1.4912 0.1727 0.1668 -0.2 -0.1 0.1
C -1.0090 -2.7812 0.9364 0.0 0.0 -0.1
C -0.9139 -2.2929 2.3679 0.0 0.0 0.1
N -0.6069 -0.8795 2.3761 0.0 0.0 0.0
C -1.0263 -0.1110 3.5234 0.0 0.0 0.0
C -2.5434 0.0987 3.5184 0.0 0.0 0.0
S -3.2374 0.1997 1.8404 0.1 0.1 -0.1
C -3.9169 -1.4920 1.6352 0.0 0.0 0.0
C -3.3612 -2.2563 0.4350 0.0 0.0 0.0
N -1.9443 -1.9730 0.1223 -0.1 0.0 0.0
H -1.3032 -3.8373 0.9172 0.0 0.0 0.0
H -0.0279 -2.6965 0.4774 0.0 0.0 0.0
H -0.1606 -2.8982 2.8910 0.0 0.0 0.0
H -1.8516 -2.4553 2.9005 0.0 0.0 0.0
H 0.3384 -0.6817 2.0533 0.0 0.0 0.0
H -0.5348 0.8582 3.4668 0.0 0.0 0.0
H -0.7410 -0.5697 4.4816 0.0 0.0 0.0
H -2.7955 1.0397 4.0061 0.0 0.0 0.0
H -3.0826 -0.6900 4.0432 0.0 0.0 0.0
H -4.9915 -1.3797 1.4984 0.0 0.0 0.0
H -3.7626 -2.0214 2.5718 0.0 0.0 0.0
H -3.9410 -1.9950 -0.4433 0.0 0.0 -0.1
H -3.4989 -3.3295 0.6167 0.0 0.0 0.0
H -1.7905 -2.2226 -0.8528 0.0 0.0 0.0
S -0.6785 0.0646 -2.2020 0.2 0.0 0.2
P 1.1042 -0.3114 -1.3147 0.0 -0.1 0.1
C 1.0720 0.1803 0.2912 0.0 0.0 -0.2
P 1.0002 1.8209 0.6827 0.0 0.0 0.0
S -0.9010 2.5032 0.4730 0.0 0.1 0.0
C 2.1335 2.9429 -0.1945 0.0 0.0 0.0
C 3.3651 3.3177 0.3340 0.0 0.0 0.0
C 4.2512 4.0705 -0.4251 0.0 0.0 0.0
C 3.9136 4.4461 -1.7169 0.0 0.0 0.0
C 2.6847 4.0767 -2.2486 0.0 0.0 0.0
C 1.7960 3.3326 -1.4898 0.0 0.0 0.0
C 1.5043 2.0198 2.4244 0.0 0.0 0.0
C 2.3021 1.0571 3.0327 0.0 0.0 0.0
C 2.6745 1.1942 4.3647 0.0 0.0 0.0
C 2.2538 2.2985 5.0910 0.0 0.0 0.0
C 1.4645 3.2688 4.4842 0.0 0.0 0.0
C 1.0891 3.1291 3.1570 0.0 0.0 0.0
C 2.4777 0.2930 -2.3498 -0.1 0.0 -0.1
C 2.3075 0.4985 -3.7143 0.0 0.0 0.0
C 3.3654 0.9558 -4.4875 0.0 0.0 0.0
C 4.5935 1.2181 -3.8972 0.0 0.0 0.0
C 4.7652 1.0205 -2.5336 0.0 0.0 0.0
C 3.7114 0.5567 -1.7620 0.0 0.0 0.0
C 1.4042 -2.1162 -1.3625 0.0 0.0 0.1
C 0.7103 -2.9638 -2.2169 0.0 0.0 0.0
C 0.9373 -4.3350 -2.1835 0.0 0.0 0.0
C 1.8667 -4.8637 -1.3007 0.0 0.0 0.0
C 2.5793 -4.0182 -0.4579 0.0 0.0 0.0
C 2.3488 -2.6519 -0.4885 0.0 0.0 0.0
H 3.6398 3.0228 1.3397 0.0 0.0 0.0
H 5.2060 4.3624 -0.0059 0.0 0.0 0.0
H 4.6070 5.0288 -2.3101 0.0 0.0 0.0
H 2.4189 4.3657 -3.2574 0.0 0.0 0.0
H 0.8352 3.0402 -1.8990 0.0 0.0 0.0
H 2.6118 0.1952 2.4521 0.0 0.0 0.0
H 3.2907 0.4379 4.8347 0.0 0.0 0.0
H 2.5397 2.4057 6.1298 0.0 0.0 0.0
H 1.1355 4.1315 5.0496 0.0 0.0 0.0
H 0.4526 3.8699 2.6877 0.0 0.0 0.0
H 1.3390 0.3196 -4.1668 0.0 0.0 0.0
H 3.2272 1.1182 -5.5490 0.0 0.0 0.0
H 5.4153 1.5857 -4.4987 0.0 0.0 0.0
H 5.7175 1.2406 -2.0678 0.0 0.0 0.0
H 3.8305 0.4257 -0.6926 0.0 0.0 0.0
H -0.0205 -2.5416 -2.8966 0.0 0.0 0.0
H 0.3856 -4.9895 -2.8467 0.0 0.0 0.0
H 2.0393 -5.9320 -1.2687 0.0 0.0 0.0
H 3.3104 -4.4277 0.2280 0.0 0.0 0.0
H 2.8744 -1.9922 0.1919 0.0 0.0 0.0
F -7.1592 -2.3686 -2.7995 0.0 0.0 0.0
C -6.1972 -1.5234 -2.3633 0.0 0.0 0.0
C -5.0009 -1.4549 -3.0507 0.0 0.0 0.0
C -4.0156 -0.5927 -2.5929 0.0 -0.1 -0.1
C -4.2010 0.1967 -1.4537 0.0 0.0 0.0
C -3.1218 1.0698 -0.9114 0.0 0.0 0.0
C -5.4459 0.1276 -0.8234 0.0 0.0 0.0
C -6.4455 -0.7341 -1.2595 0.0 0.0 0.0
H -4.8533 -2.0673 -3.9305 0.0 0.0 0.0
H -3.0743 -0.5449 -3.1257 0.0 0.0 0.0
H -3.5631 1.8108 -0.2425 0.0 0.0 0.0
H -2.6392 1.6277 -1.7105 0.0 0.0 0.0
H -5.6354 0.7618 0.0356 0.0 0.0 0.0
H -7.4067 -0.7867 -0.7653 0.0 0.0 0.0
```
Forces are in eV/Å.

Calculated values
- relative energy (zero: lowest compared OMol25 entry of this formula, charge and spin) (kcal per mole) = 0.0
- LUMO level (alpha / beta) (eV) = 0.393 / 0.297
- 2S+1 = 2
- electronic energy (eV) = -99419.445
- maximum force (eV/Å) = 0.28